Record 1
# C2H3NO2S

C2H3NO2S in the gas phase at a distorted geometry (wB97M-V/def2-TZVPD, the OMol25 dataset).

The LUMO energy (alpha / beta) comes out at -3.3 / -3.3 eV. The value obtained for the gap between HOMO and LUMO (alpha / beta) is 4.65 / 4.63 eV. As for the spin multiplicity: 1.

Each line ends with the Löwdin charge.
Positions of all 9 atoms, in Å:
C 0.582 0.475 -0.636  -0.095
C 0.335 -0.599 0.455  -0.268
N 0.179 1.659 -0.391  -0.064
O -0.229 2.285 0.571  0.037
O -0.675 -1.438 -0.056  -0.641
S -2.184 -0.800 0.002  0.680
H 0.777 -0.060 -1.639  0.162
H 1.102 -1.364 0.387  0.132
H 0.113 -0.158 1.307  0.056

=====

Record 2
# C6H11N2

2 unconnected molecules or ions with the total composition C6H11N2 at a distorted geometry (wB97M-V/def2-TZVPD, the OMol25 dataset).

The LUMO energy (alpha / beta) comes out at -4.3 / -4.8 eV. The total charge is +1. The value obtained for the gap between HOMO and LUMO (alpha / beta) is 7.30 / 6.22 eV. As for the spin multiplicity: 1.

Each line ends with the Löwdin charge.
Positions of all 19 atoms, in Å:
C 0.627 0.907 -2.123  0.026
C 0.379 -0.153 -1.222  0.162
C 2.040 -0.860 1.687  0.126
C -1.785 0.330 -2.768  -0.002
C -0.323 -1.284 1.831  -0.044
C 0.450 0.799 1.126  -0.018
N -0.552 0.476 -2.194  -0.074
N 0.782 -0.466 1.532  -0.319
H 1.218 1.588 -2.706  0.143
H 2.906 -0.241 1.460  0.102
H 2.321 -1.901 1.841  0.099
H -2.049 -0.730 -2.866  0.135
H -2.467 0.857 -2.160  0.109
H -1.948 0.875 -3.607  0.077
H -0.974 -1.274 0.940  0.103
H -0.727 -1.003 2.815  0.125
H 0.008 -2.319 1.991  0.109
H 1.215 1.503 0.885  0.075
H -0.440 1.166 1.527  0.065

=====

Record 3
# H12O6

6 unconnected molecules or ions with the total composition H12O6 at a distorted geometry (wB97M-V/def2-TZVPD, the OMol25 dataset).

The LUMO energy comes out at 0.4 eV. As for the structure (SMILES): O.O.O.O.O.O. The value obtained for the gap between HOMO and LUMO is 10.42 eV. As for the spin multiplicity: 1.

Each line ends with the Löwdin charge.
Positions of all 18 atoms, in Å:
O -0.030 0.579 -0.349  -0.063
H 0.231 -0.335 -0.053  0.045
H -0.765 0.880 0.165  0.009
O -1.029 -2.869 1.334  -0.064
H -1.717 -3.406 0.938  0.032
H -1.411 -2.487 2.146  0.046
O -5.172 -0.023 -0.916  -0.026
H -5.644 -0.332 -1.698  0.043
H -4.853 0.734 -1.310  -0.017
O 0.547 4.145 0.987  -0.088
H 0.032 3.479 0.529  0.006
H -0.085 4.738 1.514  0.075
O 2.788 -1.661 -0.049  -0.138
H 3.495 -1.705 0.637  0.059
H 1.934 -1.949 0.422  0.067
O 3.746 -0.113 -1.062  -0.111
H 4.634 -0.060 -1.383  0.015
H 3.301 0.386 -1.853  0.110

=====

Record 4
# C3H9OS

2 unconnected molecules or ions with the total composition C3H9OS at a distorted geometry (wB97M-V/def2-TZVPD, the OMol25 dataset).

The LUMO energy comes out at 4.0 eV. The total charge is -1. The value obtained for the gap between HOMO and LUMO is 6.57 eV. As for the spin multiplicity: 1.

Each line ends with the Löwdin charge.
Positions of all 14 atoms, in Å:
C 0.502 2.662 0.701  -0.149
C -0.340 1.505 0.193  -0.387
C -0.015 0.101 0.757  -0.762
S -1.157 -1.179 0.061  0.105
H 0.314 3.631 0.246  0.051
H 1.567 2.428 0.628  0.057
H 0.450 2.714 1.803  0.061
H -1.408 1.710 0.135  0.074
H -0.107 1.299 -0.865  0.080
H -0.165 0.074 1.839  0.021
H 1.040 -0.099 0.564  0.024
H 0.846 -1.969 -1.723  -0.008
H 1.795 -1.635 -0.637  -0.037
O 1.798 -1.748 -1.570  -0.129

=====

Record 5
# C6H12N2

C6H12N2 in the gas phase at a distorted geometry (wB97M-V/def2-TZVPD, the OMol25 dataset).

The LUMO energy comes out at 1.0 eV. As for the structure (SMILES): C[C@@H]1C[C@@]2(N)C[C@H]2N1. The value obtained for the gap between HOMO and LUMO is 9.36 eV. As for the spin multiplicity: 1.

Each line ends with the Löwdin charge.
Positions of all 20 atoms, in Å:
C -0.897 1.076 -2.021  -0.070
C 0.081 0.512 -1.076  -0.400
C -0.046 -0.985 -0.717  -0.105
C 0.428 -1.036 0.779  -0.389
N 1.824 -0.647 0.691  0.049
C -0.088 -0.824 2.218  0.002
C -0.485 0.161 1.146  -0.235
N 0.065 1.257 0.237  0.019
H -0.945 0.584 -2.988  0.084
H -1.895 1.054 -1.602  0.079
H -0.620 2.123 -2.156  0.084
H 1.128 0.675 -1.407  0.136
H 0.617 -1.643 -1.296  0.110
H -1.025 -1.330 -0.880  0.086
H 2.244 -1.168 1.441  0.066
H 1.836 0.321 0.983  0.069
H 0.898 -0.698 2.737  0.110
H -0.912 -1.299 2.751  0.099
H -1.535 -0.044 0.889  0.133
H -0.675 1.911 0.269  0.073

=====

Taking the records one at a time from the top gives energy above the lowest of the compared OMol25 structures with the same formula, charge and spin values of 751.37; 823.84; 315.45; 47.61; 396.92 kJ/mol.